# 1
{"formula": "C23H17BrN5O3SSe2Tc", "method": "ωB97M-V/def2-TZVPD", "symbols": ["Tc", "Br", "C", "C", "C", "C", "C", "N", "C", "O", "O", "H", "H", "H", "Se", "Se", "C", "C", "C", "C", "C", "N", "C", "C", "C", "C", "C", "N", "H", "H", "H", "H", "H", "H", "H", "H", "S", "C", "N", "C", "O", "C", "C", "C", "N", "C", "C", "H", "H", "H", "H", "H", "H"], "coordinates": [[0.76522, -1.30791, -0.15640], [-1.36248, -1.16801, 2.95160], [0.51842, -1.03011, 3.10150], [1.08382, -1.04731, 4.37040], [2.45822, -0.92631, 4.48870], [3.20592, -0.72001, 3.33540], [2.55092, -0.71481, 2.11790], [1.22642, -0.91491, 1.97570], [3.28872, -0.48891, 0.81450], [4.26422, 0.20919, 0.72930], [2.68112, -1.05791, -0.17680], [0.44582, -1.15791, 5.23430], [2.93082, -1.00091, 5.45550], [4.27572, -0.58041, 3.36490], [0.46042, 2.32169, -2.08390], [2.27802, 0.90519, -1.83050], [1.60232, -0.58531, -2.88730], [1.94052, -0.68741, -4.22690], [1.45432, -1.76421, -4.95650], [0.62822, -2.67591, -4.31340], [0.36352, -2.50901, -2.96620], [0.84942, -1.49241, -2.24610], [0.93502, 3.18879, -0.41490], [0.73992, 4.54169, -0.21250], [1.19522, 5.07409, 0.98490], [1.78932, 4.23499, 1.91520], [1.91702, 2.88849, 1.61230], [1.49542, 2.37249, 0.46580], [2.57862, 0.05309, -4.68920], [1.72212, -1.89421, -5.99370], [0.20262, -3.51551, -4.84090], [-0.25508, -3.21531, -2.43160], [0.26412, 5.14739, -0.96730], [1.09432, 6.12879, 1.17970], [2.14212, 4.61529, 2.85840], [2.37732, 2.19579, 2.30320], [0.37702, -4.60171, 0.85690], [0.47412, -3.15151, 0.36260], [-6.07638, 0.76709, 0.06820], [-5.53018, -0.21691, -0.66040], [-6.12448, -0.89321, -1.46490], [-4.04678, -0.45101, -0.46580], [-3.56818, -1.74881, -0.63640], [-2.21908, -2.00131, -0.52860], [-1.30658, -1.04271, -0.27980], [-1.77248, 0.20689, -0.14170], [-3.10818, 0.54959, -0.22960], [-7.07098, 0.91559, -0.02760], [-5.58618, 1.24119, 0.80690], [-4.26578, -2.54311, -0.85410], [-1.84688, -3.01011, -0.62730], [-1.03938, 0.97399, 0.08220], [-3.39728, 1.58399, -0.12550]], "orbital_gap_ev": [4.451, 4.580], "e_lumo_ev": [-8.889, -8.796], "e_homo_ev": [-13.340, -13.377], "relative_energy_kcal_mol": 47.5, "charge": 2}

=====

# 2
{"formula": "C23H17CoN4", "method": "ωB97M-V/def2-TZVPD", "symbols": ["Co", "C", "C", "C", "C", "N", "C", "C", "C", "C", "C", "C", "N", "C", "C", "C", "C", "C", "N", "H", "H", "H", "H", "H", "H", "H", "H", "H", "H", "H", "C", "C", "C", "C", "C", "C", "C", "C", "N", "H", "H", "H", "H", "H", "H"], "coordinates": [[0.59069, 0.78076, 0.17083], [4.74066, -0.02003, 0.45288], [4.81824, -0.59500, 1.70863], [3.65834, -0.75329, 2.45920], [2.46325, -0.31397, 1.93254], [2.39844, 0.29615, 0.72457], [3.50968, 0.41842, -0.00382], [1.13585, -0.51503, 2.54585], [0.84393, -1.04209, 3.78968], [-0.49162, -1.17918, 4.14863], [-1.50064, -0.80620, 3.27068], [-1.14159, -0.28622, 2.03948], [0.14778, -0.15274, 1.72008], [-2.03411, 0.12227, 0.93580], [-3.40307, -0.03902, 0.95546], [-4.13752, 0.27715, -0.18071], [-3.46765, 0.71860, -1.30575], [-2.09294, 0.87245, -1.24708], [-1.37862, 0.61046, -0.14841], [5.61540, 0.09239, -0.17142], [5.76751, -0.93761, 2.09788], [3.68987, -1.23333, 3.42681], [3.40019, 0.87904, -0.97619], [1.63055, -1.33973, 4.46761], [-0.74737, -1.58507, 5.11805], [-2.53826, -0.92306, 3.54653], [-3.89567, -0.42420, 1.83650], [-5.21242, 0.15822, -0.18753], [-3.98989, 0.94442, -2.22417], [-1.55375, 1.20121, -2.12393], [0.46647, 2.55509, 0.96627], [1.30723, 2.93656, -0.15092], [2.61354, 3.44430, 0.01839], [3.42926, 3.62773, -1.06682], [3.00376, 3.22806, -2.35225], [1.73579, 2.71381, -2.54172], [0.87223, 2.59333, -1.44438], [3.89841, 3.36519, -3.46829], [4.61816, 3.44434, -4.35889], [-0.58723, 2.81072, 0.93078], [0.90948, 2.64560, 1.95340], [2.95155, 3.72224, 1.00859], [4.41210, 4.06502, -0.94972], [1.39963, 2.45909, -3.53767], [-0.17564, 2.40754, -1.62322]], "orbital_gap_ev": [7.579, 7.600], "e_lumo_ev": [-7.904, -7.854], "e_homo_ev": [-15.483, -15.453], "relative_energy_kcal_mol": 0.0, "charge": 2}

=====

# 3
{"formula": "C23H17F17O6S", "method": "ωB97M-V/def2-TZVPD", "symbols": ["C", "C", "C", "S", "O", "O", "F", "C", "O", "C", "C", "C", "C", "C", "C", "C", "C", "C", "O", "H", "H", "H", "H", "H", "H", "H", "H", "H", "C", "C", "C", "F", "F", "F", "F", "O", "C", "C", "F", "F", "F", "F", "H", "H", "H", "H", "C", "C", "C", "F", "F", "F", "F", "O", "C", "C", "F", "F", "F", "F", "H", "H", "H", "H"], "coordinates": [[-0.30913, -4.38071, -0.57045], [-0.75111, -3.15922, -1.57567], [-0.70893, -3.19001, -3.06989], [-0.12791, -4.71466, -3.99024], [0.07807, -4.42363, -5.52529], [-1.29698, -5.76300, -3.92994], [1.35893, -5.34423, -3.41233], [-1.17336, -1.77523, -3.83097], [-1.83946, -1.74560, -4.99337], [-0.68711, -0.38608, -3.03657], [-0.73503, -0.35518, -1.51955], [-0.23040, 0.95409, -0.64000], [-0.42050, 2.50765, -1.12833], [0.20237, 3.67951, -0.12336], [0.99079, 3.34839, 1.29820], [1.13954, 1.78365, 1.78628], [0.53242, 0.61291, 0.80833], [-1.29296, -1.76593, -0.82492], [-2.12891, -1.81863, 0.21560], [-1.02703, -4.31399, 0.38114], [-0.29669, -5.44221, -1.06337], [0.76834, -4.08872, -0.14719], [-0.27434, 0.56712, -3.57499], [-0.96033, 2.78334, -2.13522], [0.09188, 4.79072, -0.47918], [1.46177, 4.18628, 2.00058], [1.68793, 1.52290, 2.80165], [0.62580, -0.52221, 1.11861], [-6.97277, -0.36202, 2.10004], [-6.44208, 0.36917, 3.34354], [-6.60183, 1.88434, 3.31636], [-5.92297, 2.45497, 2.29534], [-6.10689, 2.43837, 4.45618], [-5.14688, 0.00947, 3.55149], [-7.13735, -0.11390, 4.42115], [-5.99939, -0.70457, 1.11065], [-5.69053, 0.32545, 0.17257], [-4.22757, 0.77826, 0.24893], [-3.91871, 1.26180, 1.48009], [-3.97815, 1.78166, -0.63376], [-6.56835, 1.34560, 0.32297], [-5.94339, -0.20617, -1.05431], [-7.35576, -1.32775, 2.44861], [-7.84634, 0.13615, 1.66211], [-7.65392, 2.17236, 3.23981], [-3.54736, -0.04954, 0.03211], [6.46211, 1.41645, 1.48111], [5.02293, 0.93404, 1.23905], [4.88957, -0.54282, 0.88821], [5.53053, -0.85873, -0.25998], [3.58382, -0.87309, 0.69575], [4.44244, 1.72352, 0.29569], [4.32255, 1.16302, 2.39449], [7.10231, 2.05957, 0.37647], [7.72657, 1.18587, -0.56336], [7.09790, 1.26938, -1.95940], [5.77986, 0.94218, -1.93327], [7.69441, 0.40092, -2.81853], [7.73990, -0.07279, -0.06386], [9.02845, 1.57765, -0.62168], [6.40254, 2.19492, 2.25003], [7.09482, 0.63962, 1.92754], [5.27571, -1.17877, 1.68957], [7.18614, 2.27811, -2.37125]], "orbital_gap_ev": 6.522, "e_lumo_ev": -2.450, "e_homo_ev": -8.972, "relative_energy_kcal_mol": 322.9, "smiles": "CC1=C(S(=O)(=O)F)C(=O)C=C(c2ccccc2)C1=O.FC(F)C(F)(F)COC(F)(F)C(F)F.FC(F)C(F)(F)COC(F)(F)C(F)F", "charge": 0}

=====

# 4
{"formula": "C23H18BF2FeN9S4", "method": "ωB97M-V/def2-TZVPD", "symbols": ["Fe", "C", "C", "N", "N", "C", "B", "N", "C", "C", "C", "N", "N", "C", "C", "C", "N", "N", "C", "C", "C", "N", "H", "H", "H", "H", "H", "H", "H", "H", "H", "H", "H", "H", "F", "C", "C", "C", "C", "C", "F", "C", "C", "C", "C", "C", "C", "N", "H", "H", "H", "H", "H", "H", "S", "S", "S", "S"], "coordinates": [[0.48585, 1.09597, -0.64430], [3.07601, -2.11968, 1.13086], [2.97561, -0.92001, 0.41130], [1.82129, -0.32030, 0.64513], [1.15061, -1.10262, 1.51890], [1.88862, -2.19666, 1.81984], [-0.17688, -0.61046, 2.20113], [-1.37291, -0.62027, 1.21909], [-2.60558, -1.16953, 1.29284], [-3.34439, -0.71655, 0.22304], [-2.47241, 0.13210, -0.47093], [-1.29735, 0.18203, 0.12452], [0.07245, 0.85324, 2.65127], [0.05892, 1.41262, 3.88093], [0.53946, 2.69679, 3.77109], [0.81451, 2.84645, 2.40219], [0.51573, 1.74211, 1.73633], [-0.37057, -1.48280, 3.45702], [0.53090, -1.55056, 4.46822], [0.08154, -2.46838, 5.38144], [-1.13110, -2.92890, 4.82787], [-1.39734, -2.34061, 3.67614], [3.88411, -2.83156, 1.13352], [3.67590, -0.48041, -0.28288], [1.52073, -2.95185, 2.49478], [-2.85637, -1.83256, 2.10163], [-4.36663, -0.95761, -0.01433], [-2.63249, 0.70779, -1.37075], [-0.29939, 0.86991, 4.73914], [0.64851, 3.42701, 4.55516], [1.16913, 3.71214, 1.86482], [1.42702, -0.95126, 4.45512], [0.55554, -2.76591, 6.30144], [-1.81969, -3.66229, 5.22042], [1.45810, -4.26092, -1.90191], [1.27948, -3.00000, -2.37850], [0.88591, -2.00133, -1.52094], [0.67519, -0.69199, -1.97207], [0.81129, -0.48919, -3.35847], [1.29015, -1.51192, -4.17297], [1.56432, -1.28261, -5.49141], [1.54060, -2.78453, -3.71725], [0.31916, 0.78957, -3.91541], [-0.16485, 0.89478, -5.22253], [-0.68414, 2.09139, -5.66678], [-0.71066, 3.16944, -4.80144], [-0.24280, 2.98105, -3.51554], [0.24914, 1.81735, -3.06064], [0.73418, -2.27139, -0.48514], [1.90263, -3.56346, -4.37259], [-0.14044, 0.03245, -5.86904], [-1.06716, 2.17915, -6.67678], [-1.10287, 4.13401, -5.09303], [-0.28272, 3.80139, -2.81798], [-1.89029, 3.62104, 0.97647], [-3.43326, 4.83105, 0.25625], [-3.15251, 5.28746, -1.60517], [-0.58782, 3.52988, -0.53911]], "orbital_gap_ev": [6.808, 6.190], "e_lumo_ev": [2.758, 1.697], "e_homo_ev": [-4.050, -4.492], "multiplicity": 6, "s2": 8.766, "charge": -1}

=====

# 5
{"formula": "C23H18BrClN2O4", "method": "ωB97M-V/def2-TZVPD", "symbols": ["O", "C", "N", "C", "C", "C", "C", "C", "C", "C", "O", "C", "C", "C", "C", "C", "C", "Cl", "H", "H", "H", "H", "H", "Br", "H", "H", "H", "C", "N", "C", "O", "O", "C", "C", "C", "C", "C", "C", "C", "H", "H", "H", "H", "H", "H", "H", "H", "H", "H"], "coordinates": [[1.24142, -4.40424, 0.83348], [0.63041, -3.41842, 0.49202], [1.17618, -2.22104, 0.14331], [2.50834, -1.86474, 0.06120], [3.53486, -2.79404, 0.25676], [4.85674, -2.42725, 0.13335], [5.17571, -1.11514, -0.19166], [4.18954, -0.16979, -0.36323], [2.84445, -0.52017, -0.22208], [1.81395, 0.52019, -0.37868], [0.64330, 0.27636, -0.62246], [2.26343, 1.93500, -0.23529], [1.97702, 2.83635, -1.25661], [2.36526, 4.15934, -1.15800], [3.02324, 4.60225, -0.02204], [3.28202, 3.72859, 1.02031], [2.90342, 2.40060, 0.91273], [3.18674, 1.33264, 2.24822], [3.77388, 4.07048, 1.91711], [3.32770, 5.63413, 0.06150], [2.15007, 4.84431, -1.96327], [1.45625, 2.47625, -2.13110], [4.45527, 0.84450, -0.61989], [6.99811, -0.60870, -0.39722], [5.63907, -3.15589, 0.27902], [3.27744, -3.81182, 0.49890], [0.53195, -1.46497, -0.09996], [-0.90231, -3.39625, 0.42781], [-1.42453, -2.72879, -0.73656], [-1.93851, -1.47005, -0.78340], [-2.38407, -0.97995, -1.78720], [-1.87352, -0.86216, 0.41958], [-2.38516, 0.46949, 0.44419], [-3.88315, 0.50988, 0.29917], [-4.49095, 1.44597, -0.52457], [-5.86851, 1.47342, -0.65076], [-6.64917, 0.56075, 0.03777], [-6.04748, -0.37929, 0.85673], [-4.67103, -0.40194, 0.98962], [-4.19866, -1.13625, 1.62690], [-6.65133, -1.09626, 1.39371], [-7.72401, 0.57866, -0.06692], [-6.33390, 2.20421, -1.29569], [-3.88205, 2.14869, -1.07354], [-2.07496, 0.86117, 1.41767], [-1.90661, 1.04652, -0.35259], [-1.41666, -3.22356, -1.61443], [-1.26830, -2.87680, 1.31767], [-1.25086, -4.43229, 0.45846]], "orbital_gap_ev": 8.191, "e_lumo_ev": -0.474, "e_homo_ev": -8.665, "smiles": "O=C(CNC(=O)OCc1ccccc1)Nc1ccc(Br)cc1C(=O)c1ccccc1Cl", "charge": 0}